Version i
{
  "formula": "C3H3NO2",
  "method": "ωB97M-V/def2-TZVPD",
  "e_lumo_ev": 0.77,
  "total_charge": 0,
  "smiles": "O=c1[nH]cco1",
  "multiplicity": 1,
  "homo_lumo_gap_ev": 9.7588,
  "symbols": ["O", "C", "N", "C", "C", "O", "H", "H", "H"],
  "positions_angstrom": [[2.224, -0.819, 0.830], [1.095, -0.486, 0.594], [0.615, 0.776, 0.287], [-0.759, 0.687, 0.030], [-1.100, -0.587, 0.231], [0.009, -1.329, 0.575], [1.246, 1.395, -0.202], [-1.383, 1.544, -0.176], [-2.041, -1.113, 0.204]],
  "nbo_charge": [-0.593, 0.853, -0.621, -0.113, 0.058, -0.455, 0.423, 0.231, 0.218]
}


Version ii
{
  "formula": "C3H3NO2",
  "method": "ωB97M-V/def2-TZVPD",
  "e_lumo_ev": 0.70,
  "total_charge": 0,
  "smiles": "O=C=NCC=O",
  "multiplicity": 1,
  "homo_lumo_gap_ev": 11.0631,
  "symbols": ["O", "C", "N", "C", "C", "O", "H", "H", "H"],
  "positions_angstrom": [[-0.618, 1.964, -1.934], [-0.724, 1.322, -0.962], [-0.999, 0.761, 0.084], [-0.393, -0.402, 0.653], [1.020, -0.617, 0.144], [1.467, -0.002, -0.793], [-0.977, -1.299, 0.395], [-0.398, -0.342, 1.749], [1.622, -1.383, 0.665]],
  "nbo_charge": [-0.496, 0.889, -0.573, -0.324, 0.425, -0.502, 0.229, 0.228, 0.125]
}


Version iii
{
  "formula": "C3H3NO2",
  "method": "ωB97M-V/def2-TZVPD",
  "e_lumo_ev": 0.90,
  "total_charge": 0,
  "smiles": "Oc1cocn1",
  "multiplicity": 1,
  "homo_lumo_gap_ev": 9.8946,
  "symbols": ["O", "C", "C", "O", "C", "N", "H", "H", "H"],
  "positions_angstrom": [[-1.032, 1.639, -0.609], [-0.332, 0.554, -0.225], [0.098, -0.458, -1.011], [0.794, -1.320, -0.201], [0.721, -0.774, 1.017], [0.069, 0.343, 1.078], [-1.546, 1.945, 0.149], [0.007, -0.702, -2.055], [1.206, -1.308, 1.823]],
  "nbo_charge": [-0.660, 0.361, -0.045, -0.397, 0.338, -0.499, 0.492, 0.216, 0.194]
}


Version iv
{
  "formula": "C3H3NO2",
  "method": "ωB97M-V/def2-TZVPD",
  "e_lumo_ev": 0.49,
  "total_charge": 0,
  "multiplicity": 1,
  "homo_lumo_gap_ev": 9.7171,
  "symbols": ["O", "C", "N", "O", "C", "C", "H", "H", "H"],
  "positions_angstrom": [[-1.268, -0.395, 1.295], [-0.549, -0.067, 0.221], [-1.070, 0.252, -0.901], [0.093, 0.643, -1.724], [1.237, 0.646, -1.110], [0.942, -0.017, 0.200], [-2.209, -0.312, 1.064], [1.343, -0.984, -0.159], [1.480, 0.233, 1.114]],
  "nbo_charge": [-0.635, 0.502, -0.233, -0.334, 0.287, -0.654, 0.502, 0.295, 0.269]
}


In order of decreasing stability: version i, version ii, version iii, version iv.